56
Properties=species:S:1:pos:R:3 method="wB97M-V/def2-TZVPD" homo_energy_ha="-0.281 / -0.411" lumo_energy_ev="-2.16 / -5.70" charge=+1 spin_multiplicity=5 orbital_gap_ev="5.5 / 5.5" molar_mass_g_mol=571.7
C -2.8499 -3.0802 -2.2795
C -1.7773 -2.3000 -1.8313
N -1.9033 -1.5571 -0.6990
C -3.0147 -1.6045 0.0434
C -4.1033 -2.3787 -0.3653
C -4.0247 -3.1154 -1.5422
C -0.4781 -2.2663 -2.5280
P 0.8611 -1.8313 -1.4190
Pd -0.2292 -0.2131 -0.3179
P -1.9035 0.4791 1.5696
C -3.1316 -0.8252 1.3514
O -0.3431 -0.4335 -4.3205
O 0.7637 1.2250 -2.9107
H -2.7173 -3.6447 -3.1972
H -4.9887 -2.3736 0.2608
H -4.8699 -3.7036 -1.8804
C 1.3247 -3.2844 -0.4691
C 2.3139 -1.3131 -2.3418
H -4.1281 -0.3657 1.4182
H -3.0364 -1.5043 2.2124
H -0.4949 -1.2227 -3.5141
H -0.2514 -3.1567 -3.1077
C -1.6389 1.0438 3.2431
C -2.4452 1.8986 0.5963
H 0.1866 1.1412 -2.0308
H 1.1589 2.1060 -2.9832
H 0.1507 0.4558 -3.7686
H -1.2307 -0.1695 -4.6158
H -0.6089 -0.2281 1.4233
H -0.7195 1.0180 -1.3448
H 1.7487 -4.0508 -1.1348
H 2.0804 -2.9684 0.2650
H 0.4538 -3.6936 0.0601
H 2.5644 -2.0571 -3.1080
H 2.1370 -0.3287 -2.7917
H 3.1316 -1.2201 -1.6163
H -3.2492 2.4292 1.1332
H -1.5678 2.5459 0.4525
H -2.8024 1.5581 -0.3848
H -2.5619 1.4832 3.6385
H -1.3143 0.2093 3.8717
H -0.8427 1.7970 3.2265
Br 1.9853 -0.0807 3.2262
C 2.9360 1.5233 2.8208
C 3.9153 1.9828 3.7085
C 4.5475 3.2119 3.4837
C 4.1977 3.9835 2.3691
C 3.2261 3.5234 1.4805
C 2.6211 2.2773 1.6755
C 1.5479 1.8282 0.7036
O 0.6456 2.6362 0.4160
O 1.6710 0.6080 0.2744
H 4.1706 1.3817 4.5776
H 5.3036 3.5612 4.1843
H 4.6730 4.9471 2.1937
H 2.9110 4.1162 0.6228

=====

55
Properties=species:S:1:pos:R:3 method="wB97M-V/def2-TZVPD" homo_energy_ha="-0.502 / -0.498" lumo_energy_ev="-10.35 / -10.61" charge=+2 spin_multiplicity=2 orbital_gap_ev="3.3 / 3.0" molar_mass_g_mol=815.8
I 0.5256 1.1242 -6.2796
I -0.2359 3.2439 -3.9858
Yb 0.1898 0.4359 -2.9979
P -2.3926 -0.3933 -1.9611
C -3.3631 0.7077 -0.8923
C -2.9621 -0.0276 -3.6770
H -4.0556 -0.1629 -3.7504
H -4.1052 -2.1726 -1.7711
H -2.4439 -0.7155 -4.3729
H -2.4894 -2.7859 -2.2790
H -3.0970 1.7441 -1.1486
H -2.6876 1.0172 -3.9316
C -3.0197 -2.0857 -1.6113
H -4.4463 0.5659 -1.0055
H -2.7796 -2.3407 -0.5644
H -3.0709 0.5076 0.1503
P 2.7682 -0.3656 -1.9440
C 3.7507 0.7339 -0.8853
C 3.3993 -2.0536 -1.5944
H 2.8362 -0.6977 -4.3563
H 4.4411 -0.1293 -3.7374
H 3.0664 1.0325 -3.9321
C 3.3478 -0.0051 -3.6605
H 2.8748 -2.7608 -2.2578
H 4.4863 -2.1474 -1.7355
H 4.8300 0.6171 -1.0477
H 3.5045 0.5203 0.1669
H 3.1467 -2.2863 -0.5464
H 3.4540 1.7670 -1.1202
Cl 0.1745 -1.9628 -3.5315
N 0.1236 1.0615 -0.0514
S 0.8927 0.8719 1.3195
C 0.0473 1.8225 2.5798
C -1.3252 1.6792 2.7621
C -1.9869 2.4367 3.7416
C -1.2613 3.3247 4.5472
C 0.1139 3.4625 4.3576
C 0.7781 2.7302 3.3730
C 0.5374 -0.7856 1.9339
C 1.1199 -1.2132 3.1374
C 0.7633 -2.4545 3.6725
C -0.1554 -3.2723 3.0042
C -0.7184 -2.8483 1.8054
C -0.3703 -1.5995 1.2639
H -0.3494 1.9825 0.0244
H -1.8941 0.9813 2.1373
H -3.0618 2.3302 3.8706
H -1.7840 3.9002 5.3173
H 0.6645 4.1557 4.9877
H 1.8443 2.8601 3.2193
H 1.8310 -0.5805 3.6529
H 1.1955 -2.7863 4.6016
H -0.4356 -4.2421 3.4237
H -1.4211 -3.4899 1.2645
H -0.7952 -1.2514 0.3144

=====

What did the first record say?
56
Properties=species:S:1:pos:R:3 method="wB97M-V/def2-TZVPD" homo_energy_ha="-0.281 / -0.411" lumo_energy_ev="-2.16 / -5.70" charge=+1 spin_multiplicity=5 orbital_gap_ev="5.5 / 5.5" molar_mass_g_mol=571.7
C -2.8499 -3.0802 -2.2795
C -1.7773 -2.3000 -1.8313
N -1.9033 -1.5571 -0.6990
C -3.0147 -1.6045 0.0434
C -4.1033 -2.3787 -0.3653
C -4.0247 -3.1154 -1.5422
C -0.4781 -2.2663 -2.5280
P 0.8611 -1.8313 -1.4190
Pd -0.2292 -0.2131 -0.3179
P -1.9035 0.4791 1.5696
C -3.1316 -0.8252 1.3514
O -0.3431 -0.4335 -4.3205
O 0.7637 1.2250 -2.9107
H -2.7173 -3.6447 -3.1972
H -4.9887 -2.3736 0.2608
H -4.8699 -3.7036 -1.8804
C 1.3247 -3.2844 -0.4691
C 2.3139 -1.3131 -2.3418
H -4.1281 -0.3657 1.4182
H -3.0364 -1.5043 2.2124
H -0.4949 -1.2227 -3.5141
H -0.2514 -3.1567 -3.1077
C -1.6389 1.0438 3.2431
C -2.4452 1.8986 0.5963
H 0.1866 1.1412 -2.0308
H 1.1589 2.1060 -2.9832
H 0.1507 0.4558 -3.7686
H -1.2307 -0.1695 -4.6158
H -0.6089 -0.2281 1.4233
H -0.7195 1.0180 -1.3448
H 1.7487 -4.0508 -1.1348
H 2.0804 -2.9684 0.2650
H 0.4538 -3.6936 0.0601
H 2.5644 -2.0571 -3.1080
H 2.1370 -0.3287 -2.7917
H 3.1316 -1.2201 -1.6163
H -3.2492 2.4292 1.1332
H -1.5678 2.5459 0.4525
H -2.8024 1.5581 -0.3848
H -2.5619 1.4832 3.6385
H -1.3143 0.2093 3.8717
H -0.8427 1.7970 3.2265
Br 1.9853 -0.0807 3.2262
C 2.9360 1.5233 2.8208
C 3.9153 1.9828 3.7085
C 4.5475 3.2119 3.4837
C 4.1977 3.9835 2.3691
C 3.2261 3.5234 1.4805
C 2.6211 2.2773 1.6755
C 1.5479 1.8282 0.7036
O 0.6456 2.6362 0.4160
O 1.6710 0.6080 0.2744
H 4.1706 1.3817 4.5776
H 5.3036 3.5612 4.1843
H 4.6730 4.9471 2.1937
H 2.9110 4.1162 0.6228